9
Properties=species:S:1:pos:R:3:forces:R:3 method="wB97M-V/def2-TZVPD" lumo_ev=-19.269 total_charge=+3 de_lowest_ev=0.7454 homo_energy_ev=-21.5 orbital_gap_ev=2.244
Hf 4.626 0.973 2.497 -3.683 0.197 -2.167
Cl 2.231 1.073 1.079 4.072 -0.123 2.351
C -1.024 0.299 -0.155 0.735 1.888 1.062
N -0.986 -1.033 -0.955 -0.160 -3.907 -1.682
O -0.873 -0.982 -2.134 -0.187 1.193 0.184
O -1.031 -2.020 -0.237 -0.121 1.352 0.339
H -0.140 0.788 -0.572 0.079 -0.150 0.072
H -0.925 -0.029 0.874 -0.253 0.235 0.017
H -1.879 0.931 -0.398 -0.482 -0.685 -0.176